21
Properties=species:S:1:pos:R:3 method="wB97M-V/def2-TZVPD" total_charge=0 homo_lumo_gap_ha="0.2939 / 0.2942" relative_energy_kcal_mol=181.6 lumo_ev="0.462 / 0.352"
C -2.4318 -0.6159 1.8008
C -1.0398 -0.5948 2.0566
C -1.5918 1.4522 -1.1377
C 0.0247 -0.4014 -1.3908
C 0.5688 1.4553 0.2539
C -0.4556 -1.2731 -0.2284
C 0.9704 0.2007 1.0538
C -0.1278 1.1029 -1.0869
N -3.0210 0.2344 1.0644
N -0.1915 -0.6543 1.0759
O -2.5242 1.1605 -0.4558
H -3.0826 -1.1421 2.5063
H 1.0779 -0.5980 -1.6021
H -0.5432 -0.6513 -2.2888
H -0.1145 2.0445 0.8697
H 1.4563 2.0604 0.0656
H -1.5292 -1.4589 -0.3005
H 0.0634 -2.2389 -0.2580
H 1.8185 -0.3153 0.5952
H 1.2310 0.4870 2.0742
H 0.3553 1.6585 -1.8979

---

130
Properties=species:S:1:pos:R:3 method="wB97M-V/def2-TZVPD" total_charge=-1 homo_lumo_gap_ha=0.2080 lumo_ev=1.481
C -2.3730 6.2021 1.9163
C -3.7065 6.0806 1.2054
F -3.7483 7.0624 0.1809
C -4.9265 6.3571 2.0543
C -5.2245 5.5020 3.2888
C -6.3119 6.2897 4.0718
C -7.6149 6.6006 3.3422
F -8.7084 6.4508 4.1913
O -4.1596 5.4327 4.2134
B -4.0990 4.1233 4.8412
P -2.2190 3.5017 5.2418
C -2.1325 1.8111 4.5230
O -1.1962 4.4300 4.2655
P -4.8815 3.9397 6.6612
O -4.3596 5.1474 7.6143
O -6.4837 4.1431 6.7711
S -4.3882 2.2017 7.4176
O -4.7317 3.2524 3.8002
C -5.5875 3.9781 3.0344
Br -7.4602 3.4543 3.6476
C -5.4928 3.4530 1.6042
C -4.3666 2.7720 1.1662
C -4.3544 2.2583 -0.1291
N -5.3492 2.3844 -1.0070
C -6.4079 3.0761 -0.5933
C -6.5340 3.6146 0.6836
H -1.9463 5.2161 2.0547
H -2.4701 6.6502 2.8973
H -1.6889 6.7807 1.3015
H -3.7677 5.1283 0.6907
H -5.7859 6.2277 1.3933
H -4.8860 7.4028 2.3486
H -6.5432 5.7696 4.9939
H -5.8324 7.2258 4.3466
H -7.6450 7.6364 3.0033
H -7.7583 5.9623 2.4752
H -3.0670 1.3139 4.7580
H -1.3163 1.2813 5.0047
H -1.9656 1.8361 3.4448
H -0.8910 3.9281 3.5051
H -3.3946 5.1742 7.5416
H -6.7173 4.8153 7.4213
H -3.5321 2.6177 1.8299
H -3.5043 1.6768 -0.4562
H -7.2265 3.1857 -1.2929
H -7.4372 4.1400 0.9450
C -4.0674 -3.0346 -2.1773
C -2.5995 -2.7759 -2.4321
O -2.0696 -1.8228 -1.4882
C -1.7035 -2.3047 -0.3097
O -1.7511 -3.4404 0.0555
C -1.1296 -1.1581 0.5462
F -1.8947 -0.0717 0.4492
F 0.1016 -0.8734 0.0872
F -1.0426 -1.5083 1.8172
H -4.6256 -2.0986 -2.1886
H -4.4689 -3.6940 -2.9460
H -4.2187 -3.5026 -1.2053
H -2.4484 -2.3208 -3.4086
H -2.0147 -3.6942 -2.3944
C 4.6123 6.3878 2.7410
C 4.2038 5.1699 3.5395
O 2.8851 4.7251 3.1687
C 2.8044 3.9598 2.0981
O 3.7005 3.5911 1.3970
C 1.3362 3.5447 1.8786
F 0.5126 4.5817 2.0426
F 0.9977 2.5891 2.7545
F 1.1599 3.0577 0.6517
H 3.8711 7.1794 2.8507
H 5.5762 6.7569 3.0897
H 4.6946 6.1509 1.6807
H 4.1346 5.4042 4.5990
H 4.9140 4.3529 3.4209
C 1.9895 -0.0948 -2.9804
C 1.2578 -1.4146 -2.9508
O 0.8859 -1.8361 -4.2875
C 1.8173 -2.4427 -4.9920
O 2.9408 -2.6914 -4.6641
C 1.2376 -2.8621 -6.3591
F 0.5057 -1.8863 -6.9010
F 0.4536 -3.9383 -6.2029
F 2.2154 -3.1745 -7.2028
H 1.3918 0.6589 -3.4904
H 2.1900 0.2359 -1.9649
H 2.9306 -0.2005 -3.5078
H 0.3205 -1.3296 -2.4082
H 1.8515 -2.1915 -2.4699
C 6.4040 2.2352 -7.5921
C 5.0771 2.9601 -7.6271
O 4.3469 2.7691 -6.3991
C 4.6757 3.5685 -5.3964
O 5.5059 4.4264 -5.3971
C 3.7769 3.2608 -4.1823
F 3.6520 1.9408 -4.0005
F 2.5566 3.7728 -4.3818
F 4.2824 3.7946 -3.0793
H 6.2543 1.1784 -7.3710
H 6.9047 2.3256 -8.5553
H 7.0550 2.6495 -6.8231
H 4.4336 2.5551 -8.4047
H 5.2045 4.0247 -7.8163
C 4.8422 -5.1602 -2.4401
C 3.6192 -4.8874 -1.5943
O 3.3776 -5.9742 -0.6744
C 4.0744 -5.9507 0.4477
O 4.8808 -5.1397 0.7893
C 3.6650 -7.1477 1.3290
F 3.5667 -8.2744 0.6098
F 2.4781 -6.9131 1.8978
F 4.5584 -7.3482 2.2921
H 4.7444 -6.1185 -2.9507
H 4.9658 -4.3758 -3.1857
H 5.7409 -5.2024 -1.8251
H 2.7297 -4.8322 -2.2180
H 3.7051 -3.9482 -1.0499
C 3.1023 -11.2650 0.7159
C 4.1562 -12.3434 0.8170
O 3.8849 -13.4347 -0.0906
C 4.2851 -13.2671 -1.3384
O 4.8467 -12.3211 -1.8026
C 3.9592 -14.5339 -2.1568
F 2.7299 -14.9837 -1.8907
F 4.8349 -15.5023 -1.8540
F 4.0443 -14.2811 -3.4572
H 2.1103 -11.6877 0.8785
H 3.2828 -10.4969 1.4617
H 3.1091 -10.8005 -0.2689
H 4.1569 -12.7936 1.8070
H 5.1537 -11.9496 0.6286

---

36
Properties=species:S:1:pos:R:3 method="wB97M-V/def2-TZVPD" total_charge=+1 homo_lumo_gap_ha="0.1791 / 0.3326" multiplicity=4 lumo_ev="-3.539 / -3.544"
Ni -0.2652 1.6601 0.0107
N -0.9514 -2.7104 -0.7865
C -0.0040 -1.6819 -0.1933
C 1.3208 -1.6601 -0.9275
C 2.1621 -0.4898 -0.4058
N 1.5733 0.8067 -0.8138
C 2.2951 -0.5539 1.1171
C 0.9688 -0.7094 1.8613
N 0.1990 0.5483 1.7754
C 0.1540 -1.8775 1.2984
H -1.0460 -2.5708 -1.7964
H -1.8884 -2.6062 -0.3868
H -0.6435 -3.6729 -0.6257
H -0.5303 -0.7575 -0.3842
H 1.1722 -1.5670 -2.0078
H 1.8773 -2.5858 -0.7490
H 3.1600 -0.5878 -0.8376
H 1.5447 0.8793 -1.8289
H 2.1805 1.5669 -0.5089
H 2.8172 0.3364 1.4782
H 2.9343 -1.4035 1.3695
H 1.1880 -0.9427 2.9051
H 0.7196 1.3067 2.2172
H -0.6795 0.4803 2.2872
H -0.8190 -1.9290 1.7970
H 0.6864 -2.8087 1.5185
F -3.4443 2.5199 -2.7844
C -2.9893 2.7785 -1.5694
F -3.8132 3.5760 -0.9148
F -1.7944 3.3690 -1.6661
S -2.7949 1.2019 -0.6395
O -4.0424 0.5270 -0.7137
O -2.2945 1.6314 0.6836
O -1.6292 0.5552 -1.3239
S 1.9049 4.1935 0.9146
C 0.7715 3.1781 0.6303

---

78
Properties=species:S:1:pos:R:3 method="wB97M-V/def2-TZVPD" total_charge=-1 homo_lumo_gap_ha="0.2458 / 0.2655" relative_energy_kcal_mol=6.1 multiplicity=3 lumo_ev="2.250 / 2.444"
Mo 0.5633 1.7124 0.0058
S -1.8977 1.4112 0.3997
P -1.2318 -0.5137 0.2878
C 0.4032 -0.3073 -0.2113
P 1.1807 -1.2422 -1.4686
S 0.9764 -0.7534 -3.3560
C 2.9327 -1.3348 -0.9518
C 3.3152 -1.0542 0.3565
C 4.6470 -1.1590 0.7292
C 5.6022 -1.5501 -0.1995
C 5.2235 -1.8312 -1.5053
C 3.8924 -1.7196 -1.8801
C 0.6531 -2.9886 -1.2089
C 0.2121 -3.7887 -2.2529
C -0.1900 -5.0956 -2.0097
C -0.1515 -5.6111 -0.7225
C 0.2925 -4.8159 0.3281
C 0.6927 -3.5118 0.0833
C -1.3302 -1.1713 1.9766
C -0.1837 -1.1360 2.7622
C -0.2489 -1.4881 4.1041
C -1.4546 -1.8891 4.6577
C -2.6048 -1.9200 3.8765
C -2.5466 -1.5501 2.5436
C -2.2894 -1.5560 -0.7460
C -2.7026 -1.0384 -1.9713
C -3.4329 -1.8282 -2.8449
C -3.7545 -3.1326 -2.4963
C -3.3367 -3.6540 -1.2801
C -2.5975 -2.8712 -0.4068
H 2.5784 -0.7053 1.0711
H 4.9371 -0.9164 1.7439
H 6.6430 -1.6225 0.0919
H 5.9696 -2.1245 -2.2336
H 3.5892 -1.9064 -2.9035
H 0.1798 -3.3630 -3.2490
H -0.5427 -5.7117 -2.8281
H -0.4657 -6.6306 -0.5334
H 0.3239 -5.2123 1.3357
H 1.0303 -2.8882 0.9043
H 0.7511 -0.7861 2.3413
H 0.6448 -1.4173 4.7099
H -1.5069 -2.1616 5.7046
H -3.5506 -2.2175 4.3122
H -3.4470 -1.5433 1.9405
H -2.4331 -0.0237 -2.2386
H -3.7424 -1.4276 -3.8016
H -4.3240 -3.7498 -3.1805
H -3.5687 -4.6785 -1.0179
H -2.2452 -3.2876 0.5274
O 1.8244 1.4677 3.9595
C 1.2957 2.0801 3.0449
O 1.3637 1.6113 1.8255
C 0.6081 3.3913 3.3133
C 0.4838 3.7121 4.6704
C -0.1007 4.8859 5.0956
C -0.5761 5.7839 4.1435
C -0.4633 5.4879 2.8030
C 0.1240 4.2930 2.3503
S 0.2044 4.1216 0.6044
H 0.8710 2.9950 5.3807
H -0.1837 5.1004 6.1536
H -1.0377 6.7147 4.4522
H -0.8324 6.1765 2.0536
S 2.8993 2.0689 -1.0237
C 1.8380 2.7682 -2.1352
N 0.5419 2.6489 -1.8955
C -0.2518 3.2780 -2.8378
C -1.6401 3.3349 -2.8438
C -2.2671 4.0053 -3.8784
C -1.5313 4.6135 -4.8973
C -0.1468 4.5632 -4.8934
C 0.4829 3.8936 -3.8550
S 2.1956 3.6755 -3.5727
H -2.1954 2.8644 -2.0431
H -3.3481 4.0607 -3.8954
H -2.0441 5.1318 -5.6970
H 0.4314 5.0342 -5.6778

---

Copy entry 4 word for word.
78
Properties=species:S:1:pos:R:3 method="wB97M-V/def2-TZVPD" total_charge=-1 homo_lumo_gap_ha="0.2458 / 0.2655" relative_energy_kcal_mol=6.1 multiplicity=3 lumo_ev="2.250 / 2.444"
Mo 0.5633 1.7124 0.0058
S -1.8977 1.4112 0.3997
P -1.2318 -0.5137 0.2878
C 0.4032 -0.3073 -0.2113
P 1.1807 -1.2422 -1.4686
S 0.9764 -0.7534 -3.3560
C 2.9327 -1.3348 -0.9518
C 3.3152 -1.0542 0.3565
C 4.6470 -1.1590 0.7292
C 5.6022 -1.5501 -0.1995
C 5.2235 -1.8312 -1.5053
C 3.8924 -1.7196 -1.8801
C 0.6531 -2.9886 -1.2089
C 0.2121 -3.7887 -2.2529
C -0.1900 -5.0956 -2.0097
C -0.1515 -5.6111 -0.7225
C 0.2925 -4.8159 0.3281
C 0.6927 -3.5118 0.0833
C -1.3302 -1.1713 1.9766
C -0.1837 -1.1360 2.7622
C -0.2489 -1.4881 4.1041
C -1.4546 -1.8891 4.6577
C -2.6048 -1.9200 3.8765
C -2.5466 -1.5501 2.5436
C -2.2894 -1.5560 -0.7460
C -2.7026 -1.0384 -1.9713
C -3.4329 -1.8282 -2.8449
C -3.7545 -3.1326 -2.4963
C -3.3367 -3.6540 -1.2801
C -2.5975 -2.8712 -0.4068
H 2.5784 -0.7053 1.0711
H 4.9371 -0.9164 1.7439
H 6.6430 -1.6225 0.0919
H 5.9696 -2.1245 -2.2336
H 3.5892 -1.9064 -2.9035
H 0.1798 -3.3630 -3.2490
H -0.5427 -5.7117 -2.8281
H -0.4657 -6.6306 -0.5334
H 0.3239 -5.2123 1.3357
H 1.0303 -2.8882 0.9043
H 0.7511 -0.7861 2.3413
H 0.6448 -1.4173 4.7099
H -1.5069 -2.1616 5.7046
H -3.5506 -2.2175 4.3122
H -3.4470 -1.5433 1.9405
H -2.4331 -0.0237 -2.2386
H -3.7424 -1.4276 -3.8016
H -4.3240 -3.7498 -3.1805
H -3.5687 -4.6785 -1.0179
H -2.2452 -3.2876 0.5274
O 1.8244 1.4677 3.9595
C 1.2957 2.0801 3.0449
O 1.3637 1.6113 1.8255
C 0.6081 3.3913 3.3133
C 0.4838 3.7121 4.6704
C -0.1007 4.8859 5.0956
C -0.5761 5.7839 4.1435
C -0.4633 5.4879 2.8030
C 0.1240 4.2930 2.3503
S 0.2044 4.1216 0.6044
H 0.8710 2.9950 5.3807
H -0.1837 5.1004 6.1536
H -1.0377 6.7147 4.4522
H -0.8324 6.1765 2.0536
S 2.8993 2.0689 -1.0237
C 1.8380 2.7682 -2.1352
N 0.5419 2.6489 -1.8955
C -0.2518 3.2780 -2.8378
C -1.6401 3.3349 -2.8438
C -2.2671 4.0053 -3.8784
C -1.5313 4.6135 -4.8973
C -0.1468 4.5632 -4.8934
C 0.4829 3.8936 -3.8550
S 2.1956 3.6755 -3.5727
H -2.1954 2.8644 -2.0431
H -3.3481 4.0607 -3.8954
H -2.0441 5.1318 -5.6970
H 0.4314 5.0342 -5.6778